# 1
# C2H8S3

A 2-piece molecular cluster, C2H8S3 overall (ωB97M-V/def2-TZVPD, the OMol25 dataset).

Results
- Charge: +1
- Energy relative to the best compared isomer or geometry (same formula, charge and spin): 0.395 eV
- LUMO (alpha / beta): -5.4 / -8.8 eV
- Kohn-Sham gap (alpha / beta): 5.757 / 2.414 eV
- Molar mass: 128.3 g mol⁻¹
- 2S+1: 2
- Electronic energy: -34700.2032 eV

The geometry in XYZ format:
```
13
Properties=species:S:1:pos:R:3:mulliken_spin:R:1
S -2.2768 -0.0637 5.1542 0.49
S -3.7966 -0.1655 3.8805 0.52
H -1.9406 -1.3006 4.8030 -0.01
H -4.2774 1.0980 3.9533 0.00
C 1.7365 0.5502 -2.7673 0.00
C 0.8935 -0.3895 -1.8771 0.00
S 0.9347 0.1306 -0.1391 0.00
H 1.1868 1.4817 -2.8372 0.00
H 2.7297 0.7674 -2.3781 0.00
H 1.7505 0.1789 -3.7874 0.00
H 1.2045 -1.4211 -1.9687 0.00
H -0.1270 -0.3003 -2.2405 0.00
H 1.9822 -0.5660 0.2043 0.00
```

***

# 2
# C2H4O2S

A 2-piece molecular cluster, C2H4O2S overall (ωB97M-V/def2-TZVPD, the OMol25 dataset).

Results
- Charge: 0
- Energy relative to the best compared isomer or geometry (same formula, charge and spin): 2.863 eV
- LUMO (alpha / beta): -0.1 / -2.9 eV
- Kohn-Sham gap (alpha / beta): 7.371 / 8.148 eV
- Molar mass: 92.1 g mol⁻¹
- 2S+1: 3
- Electronic energy: -17063.7027 eV

The geometry in XYZ format:
```
9
Properties=species:S:1:pos:R:3:mulliken_spin:R:1
C -0.6605 -0.7502 0.2301 0.78
C 0.2634 -1.5324 0.7400 -0.01
O -2.0513 1.4934 0.1486 0.53
O 1.3502 1.6201 -0.7427 0.01
S -1.9666 0.0727 -0.3264 0.54
H 0.8011 0.8406 -0.4181 0.01
H 1.2822 -1.3674 0.4335 0.07
H 0.0877 -2.2378 1.5432 0.07
H 0.8939 1.8611 -1.6081 0.00
```

***

# 3
# C14H50N8O11

A 11-piece molecular cluster, C14H50N8O11 overall (ωB97M-V/def2-TZVPD, the OMol25 dataset).

Results
- Charge: 0
- Energy relative to the best compared isomer or geometry (same formula, charge and spin): 4.066 eV
- LUMO: 0.1 eV
- Kohn-Sham gap: 8.023 eV
- Molar mass: 506.6 g mol⁻¹
- Electronic energy: -49769.6237 eV
- SMILES: NC(N)=O.NC(N)=O.NC(N)=O.NC(N)=O.CCO.CCO.CCO.CO.CO.CO.CO

The geometry in XYZ format:
```
83
Properties=species:S:1:pos:R:3:lowdin_charge:R:1
C 6.2080 -20.3430 4.8390 -0.06
C 7.5970 -19.9380 5.4600 -0.31
O 7.7090 -18.5350 5.6760 -0.06
H 5.4250 -19.9540 5.4980 0.05
H 6.0820 -21.4360 4.7760 0.05
H 6.0290 -19.8600 3.8470 0.10
H 8.3770 -20.2980 4.7810 0.09
H 7.6310 -20.5480 6.3510 0.06
H 8.6140 -18.3580 5.9140 0.08
C 9.6840 -20.8070 12.7070 -0.08
C 8.3160 -20.2660 13.0470 -0.32
O 7.4730 -20.8930 12.1250 -0.14
H 10.4890 -20.1830 13.1510 0.08
H 9.8900 -20.8460 11.6140 0.06
H 9.8260 -21.8280 13.1280 0.09
H 8.2650 -19.1460 12.8860 0.12
H 7.9250 -20.3630 14.0710 0.12
H 6.5700 -20.6830 12.3310 0.03
C 2.3150 -21.2470 11.8220 -0.08
C 2.9520 -22.5150 11.2770 -0.36
O 2.1480 -22.9970 10.2750 -0.06
H 2.3920 -20.5170 11.0190 0.06
H 2.9880 -20.9330 12.6060 0.05
H 1.2480 -21.2050 12.2350 0.10
H 3.0570 -23.2970 12.0050 0.10
H 3.9600 -22.2940 10.9300 0.08
H 2.8090 -23.5390 9.8240 0.06
C 7.4570 -18.7690 9.0040 -0.64
O 7.7770 -17.5830 8.4150 -0.07
N 8.1480 -19.2720 9.9960 0.15
N 6.4010 -19.4490 8.6410 0.14
H 8.8250 -18.5470 10.3870 0.17
H 7.7850 -19.9860 10.6560 0.07
H 6.2050 -18.9730 7.7400 0.15
H 6.2200 -20.4890 8.7990 0.11
C 4.8960 -18.6830 11.4300 -0.64
O 5.1360 -20.0200 11.4980 -0.11
N 4.5550 -17.9280 12.4270 0.17
N 4.8770 -18.0590 10.3150 0.16
H 4.5900 -18.3280 13.3920 0.15
H 4.3050 -16.9310 12.3180 0.14
H 5.4530 -18.6960 9.6480 0.06
H 5.3660 -17.1730 10.3030 0.13
C 5.8870 -22.8040 8.3180 -0.43
O 4.5580 -23.3010 8.5690 -0.15
N 6.6440 -22.1990 9.2260 0.17
N 6.5110 -22.8940 7.1830 0.24
H 6.3630 -22.0370 10.1900 0.11
H 7.6180 -21.9840 9.0270 0.05
H 5.9530 -23.2730 6.4660 0.09
H 7.4390 -22.5100 6.9470 0.09
C 2.6540 -21.3040 4.1740 -0.66
O 2.6040 -20.6720 2.9460 -0.17
N 2.2480 -20.8120 5.2860 0.17
N 3.3770 -22.3880 4.2040 0.16
H 1.9800 -19.7980 5.3290 0.15
H 2.3830 -21.2740 6.2020 0.07
H 4.0180 -22.4850 3.3640 0.15
H 3.6470 -22.8550 5.0200 0.02
C 9.8750 -22.3320 9.1840 -0.14
O 9.1200 -21.3300 8.5440 -0.19
H 9.3340 -22.5740 10.1230 0.08
H 10.9650 -22.0570 9.3450 0.11
H 9.8140 -23.1620 8.4740 0.08
H 9.0480 -20.5400 9.1350 0.04
C 2.7340 -24.8370 6.0330 -0.13
O 3.9140 -24.0960 6.2030 -0.18
H 2.7550 -25.3850 5.0640 0.10
H 1.8570 -24.2910 6.2270 0.08
H 2.7900 -25.6830 6.6750 0.07
H 4.1230 -24.1490 7.1330 0.02
C 3.3790 -20.3250 8.1500 -0.15
O 2.7200 -21.5230 7.8620 -0.15
H 2.6970 -19.5470 8.4150 0.08
H 3.8690 -20.0220 7.1590 0.09
H 4.0800 -20.3670 8.9400 0.03
H 3.2370 -22.2050 8.3350 0.03
C 8.6180 -23.2200 4.4760 -0.12
O 9.0660 -23.0720 5.8280 -0.15
H 7.6880 -23.7600 4.5090 0.08
H 9.3790 -23.6870 3.8500 0.09
H 8.4230 -22.2250 4.0550 0.06
H 10.0050 -22.8520 5.8220 0.09
```

***

Which of these has the lowest electronic energy? C14H50N8O11

***

Which value of energy relative to the best compared isomer or geometry (same formula, charge and spin) does entry 2 give? 2.863 eV